No. 1
This record from OMol25 describes a molecular structure, C41H37AsN7O10S3SbTa. The level of theory is ωB97M-V with the def2-TZVPD basis set.

* LUMO energy: -3.4431 eV
* net charge: +1
* HOMO-LUMO gap: 0.23488 Ha
* E_tot: -6447.54334 a.u.

Structure (XYZ):
```
101
Properties=species:S:1:pos:R:3:forces:R:3
Ta -0.175983 0.652931 1.282777 -4.23 -6.24 1.01
C 2.733180 3.259468 -4.352369 -0.01 0.08 0.07
C 1.523933 3.833309 -3.724023 -0.13 0.14 0.06
N 1.151169 5.074264 -3.754548 0.64 0.33 -0.48
N -0.022691 5.122219 -3.094223 0.21 -0.94 0.27
C -0.407286 3.904225 -2.646792 -0.24 0.10 -0.31
S -1.848169 3.518853 -1.912998 -0.23 0.53 -0.26
N 0.597846 3.073300 -3.053807 -0.35 1.21 -0.23
N 0.721218 1.727232 -2.766014 0.19 -0.40 0.25
H 3.244564 4.032621 -4.914963 0.03 0.07 -0.01
H 2.457659 2.459281 -5.039166 0.06 -0.08 -0.04
H 3.402322 2.863115 -3.591056 0.08 -0.11 0.00
H -0.533192 5.985022 -2.994133 0.02 -0.16 0.03
H -0.189322 1.333664 -2.516279 -0.06 0.29 -0.18
H 1.095611 1.232588 -3.572979 -0.18 0.19 0.03
O 2.571437 -0.026274 1.572679 -0.36 1.02 0.29
As 2.105991 0.947573 3.048104 5.36 -0.11 1.54
O 3.017442 0.248518 4.180897 0.02 0.05 0.43
O 0.487717 0.699667 3.103436 -1.72 -0.01 0.78
C 2.553054 2.867400 2.990485 -0.29 -0.73 0.10
C 3.549219 3.332558 3.844377 -0.17 -0.51 -0.02
C 3.812967 4.694643 3.897645 -0.06 0.02 -0.05
C 3.098601 5.584796 3.106650 -0.01 -0.16 0.10
C 2.095332 5.118340 2.271407 -0.30 0.05 -0.17
C 1.821446 3.765245 2.239128 -0.19 -0.26 -0.29
S 0.532089 3.113552 1.209044 1.44 6.74 -0.66
O 1.176705 1.881693 0.662322 1.63 -0.15 -0.80
O 0.237264 4.050721 0.178755 0.30 -0.21 0.59
O -0.568324 2.710850 2.064068 -0.70 -0.74 0.20
H 3.398994 -0.458656 1.832313 -0.14 -0.07 0.30
H 4.074216 2.620775 4.475127 -0.01 0.10 -0.11
H 4.570365 5.055827 4.577467 0.07 0.05 -0.01
H 3.302235 6.643127 3.152858 0.05 0.08 0.00
H 1.507969 5.778563 1.652222 0.02 0.16 -0.05
N -7.136920 -2.912320 3.868157 -0.37 -0.24 0.14
C -6.229568 -2.306852 3.522777 -0.17 -0.09 0.05
C -5.093151 -1.572081 3.091640 0.79 0.52 -0.26
C -4.544245 -1.792152 1.826078 -0.01 0.08 0.20
C -3.403829 -1.094897 1.475155 0.05 0.09 -0.07
N -2.824726 -0.189159 2.264345 0.30 0.16 0.08
C -3.374234 0.042894 3.451353 -0.03 0.05 0.22
C -4.489883 -0.631120 3.925854 -0.04 -0.13 -0.23
H -4.993430 -2.496938 1.144698 0.00 -0.08 -0.04
H -2.911915 -1.268998 0.526413 -0.08 -0.07 -0.13
H -2.891572 0.796291 4.058140 0.03 0.02 0.11
H -4.873755 -0.440426 4.917088 -0.02 0.05 -0.01
C -0.323238 -1.538673 2.012821 0.42 0.06 -0.21
H -0.677708 -2.323372 1.332470 -0.09 0.24 -0.16
H -0.925576 -1.642700 2.919152 0.00 0.35 -0.03
H 0.677638 -1.838792 2.349890 0.03 0.15 -0.14
S 0.428170 -0.455399 -0.726376 0.95 -1.10 -0.24
Sb 1.736351 -2.388054 -0.374748 0.11 -0.70 -0.43
C 2.853741 -3.168076 1.353418 -0.60 0.42 -0.76
C 2.231191 -4.052639 2.221493 -0.25 -0.05 -0.20
C 2.953063 -4.587005 3.278402 0.01 -0.03 -0.01
C 4.282420 -4.242172 3.465427 -0.08 0.01 -0.07
C 4.889728 -3.340775 2.606308 0.05 0.03 -0.03
C 4.176731 -2.796988 1.547680 0.07 0.09 -0.21
C 0.272089 -3.816290 -1.124889 0.62 0.50 0.35
C -0.746293 -3.282723 -1.906219 0.06 0.21 0.12
C -1.689146 -4.123396 -2.473772 0.02 0.01 -0.01
C -1.614804 -5.490200 -2.262259 0.04 0.04 0.00
C -0.593446 -6.016542 -1.488620 0.07 -0.09 0.04
C 0.361114 -5.185417 -0.920573 0.10 0.09 0.04
C 3.039534 -2.078383 -2.071672 -0.35 -0.14 0.69
C 4.401919 -2.332373 -2.087346 -0.06 -0.11 0.10
C 5.129229 -2.061264 -3.237913 0.09 -0.05 0.03
C 4.502471 -1.551750 -4.362415 0.01 -0.04 0.07
C 3.137435 -1.313734 -4.343704 -0.09 0.02 -0.04
C 2.403934 -1.572517 -3.199951 -0.08 0.02 0.21
H 1.193185 -4.328485 2.076550 0.01 -0.01 0.05
H 2.476152 -5.279036 3.956015 -0.06 -0.05 0.03
H 4.843129 -4.682066 4.276517 0.03 0.03 0.07
H 5.922910 -3.062434 2.753309 0.05 0.04 0.00
H 4.661009 -2.098610 0.876096 0.06 0.02 0.00
H -0.808710 -2.210860 -2.054807 -0.15 -0.08 -0.05
H -2.477497 -3.707206 -3.081999 -0.07 0.04 -0.06
H -2.346757 -6.142303 -2.712216 -0.07 -0.10 -0.01
H -0.531858 -7.081251 -1.328391 0.01 -0.13 0.01
H 1.168655 -5.604218 -0.337805 0.04 -0.10 0.08
H 4.895479 -2.761679 -1.225666 0.06 0.01 -0.02
H 6.189274 -2.260336 -3.251062 0.12 -0.01 -0.02
H 5.072085 -1.352438 -5.256737 0.07 0.03 -0.07
H 2.644156 -0.931069 -5.223762 -0.07 0.03 -0.12
H 1.339674 -1.376842 -3.158880 -0.02 0.02 -0.22
O -1.747375 0.421526 -1.773821 -1.01 0.71 0.41
C -2.248784 1.113259 -0.887578 -0.14 -1.58 -2.14
O -1.603870 1.269315 0.254052 -0.90 0.64 -0.02
C -3.656646 1.568471 -0.951066 -0.44 0.12 0.35
C -4.303585 2.043753 0.187955 0.24 -0.18 -0.22
C -5.628298 2.427166 0.118768 -0.46 0.15 -0.10
C -6.294344 2.361345 -1.100739 1.39 -0.35 0.14
C -5.646393 1.926367 -2.253058 -0.34 0.11 0.07
C -4.329850 1.523681 -2.173528 0.19 -0.16 0.27
N -7.683875 2.763711 -1.176309 -0.42 0.12 0.00
O -8.231201 3.070365 -0.140110 -0.16 0.08 0.17
O -8.203996 2.759650 -2.269343 -0.17 0.03 -0.20
H -3.758558 2.101355 1.119163 -0.04 0.05 0.04
H -6.154748 2.790314 0.989474 -0.01 -0.01 -0.01
H -6.185507 1.920644 -3.189732 0.03 -0.04 0.03
H -3.798753 1.181895 -3.048004 0.02 0.00 -0.06
```
Positions in Å, forces in eV/Å.


No. 2
This record from OMol25 describes 2 unconnected molecules or ions with the total composition C3H5BrN2O4. The level of theory is ωB97M-V with the def2-TZVPD basis set.

* LUMO energy: -1.3953 eV
* net charge: 0
* HOMO-LUMO gap: 0.30865 Ha
* E_tot: -3101.50779 a.u.

Structure (XYZ):
```
15
Properties=species:S:1:pos:R:3:forces:R:3
C 0.353232 1.322327 1.801131 -1.49 0.17 1.68
C 0.293385 0.153172 2.510485 3.12 3.51 -2.85
C 0.193790 -0.119770 -1.412121 1.43 1.67 0.12
N -1.093738 0.232899 -1.523539 2.77 1.06 -0.47
N 0.737165 -1.419592 -1.363445 -2.56 0.30 -0.75
O -1.366316 1.387803 -1.818708 -1.19 -0.94 0.49
O 1.876950 -1.590342 -1.644067 1.02 -0.51 0.39
O -2.004307 -0.655549 -1.349920 -2.48 -1.36 0.12
O -0.121984 -2.314539 -1.181418 0.38 -0.55 0.28
Br 1.391456 1.303376 -1.510332 0.27 -0.23 -0.18
H -0.584165 1.954510 1.685775 1.04 -1.09 -0.10
H -1.553530 -1.552893 -1.197000 0.41 0.60 -0.05
H 1.246874 1.912294 1.540507 -0.22 -0.96 0.09
H 1.219743 -0.361550 2.675798 0.17 -0.39 0.30
H -0.588554 -0.252145 2.786853 -2.68 -1.26 0.94
```
Positions in Å, forces in eV/Å.


No. 3
This record from OMol25 describes a molecular structure, C20H30Cl6O16S. The level of theory is ωB97M-V with the def2-TZVPD basis set.

* LUMO energy: -0.1743 eV
* net charge: 0
* HOMO-LUMO gap: 0.38770 Ha
* E_tot: -5143.27802 a.u.

Structure (XYZ):
```
73
Properties=species:S:1:pos:R:3:forces:R:3
C -0.590037 -1.245752 0.439329 1.04 0.57 -0.08
Cl 0.224570 0.359782 0.652606 -0.45 -0.46 0.32
Cl -2.330930 -1.082390 0.372292 0.18 -0.04 0.02
Cl -0.094870 -2.400115 1.665193 -0.03 0.17 0.02
H -0.152089 -1.563574 -0.499688 -0.49 -0.26 -0.13
C -0.605490 -5.368594 3.350297 0.85 -0.67 0.66
Cl -1.435269 -6.712914 4.166639 -0.19 0.41 -0.26
Cl 0.745300 -6.049467 2.415484 -0.19 0.19 -0.20
Cl 0.065921 -4.264055 4.571617 -0.36 0.06 -0.29
H -1.265558 -4.841970 2.675109 -0.13 0.00 0.12
C 4.068315 1.387681 -0.244261 -0.12 0.57 -0.38
C 4.887798 2.202829 0.737204 -0.17 0.02 -0.30
C 4.113992 3.347414 1.438782 0.39 -1.23 -0.67
O 4.240985 3.008700 2.813963 -0.44 0.78 0.55
C 4.961306 1.893625 3.007215 0.25 -0.05 -0.90
O 5.269661 1.459263 4.070326 -0.17 -0.16 0.02
O 5.282949 1.355707 1.807369 0.23 -0.36 1.10
H 3.762958 2.020874 -1.083834 0.37 -0.09 -0.16
H 3.107760 1.031245 0.136709 0.27 -0.09 0.50
H 4.657565 0.543636 -0.594815 -0.12 -0.01 -0.17
H 5.823030 2.562435 0.298261 -0.23 0.01 -0.22
H 3.080115 3.263612 1.104435 -0.15 0.46 0.37
H 4.553288 4.317919 1.230561 -0.18 0.13 0.19
C -4.625180 -0.744251 -1.926885 0.14 -0.38 -0.24
C -5.521926 -1.915458 -1.595265 0.53 -0.32 0.28
C -6.969627 -1.601243 -1.199178 -0.59 -0.93 -0.58
O -7.708559 -2.144891 -2.313785 -0.69 0.39 0.23
C -6.954728 -3.019735 -2.990429 0.51 0.58 -0.01
O -7.346632 -3.848191 -3.731931 -0.32 -0.41 -0.49
O -5.651433 -2.770243 -2.738983 0.06 -0.08 -0.06
H -3.691765 -1.148291 -2.321591 -0.01 0.05 -0.07
H -4.351590 -0.192528 -1.032355 -0.29 0.21 0.03
H -5.057418 -0.091653 -2.685729 -0.13 0.05 0.12
H -5.033427 -2.581087 -0.877333 -0.06 0.46 0.37
H -7.232875 -0.553469 -1.083412 0.19 0.04 -0.06
H -7.347763 -2.191662 -0.362321 0.45 0.36 0.37
C -1.845114 1.327033 -2.313102 -0.06 0.11 -0.73
C -1.291213 2.679575 -2.692642 1.12 -0.22 -0.20
C -1.013889 3.631884 -1.546519 -1.24 0.89 0.18
O 0.208826 4.266435 -1.898559 0.16 0.06 0.35
C 0.849435 3.512743 -2.805191 -0.20 -1.27 0.14
O 1.966952 3.631805 -3.166199 0.49 0.51 -0.16
O 0.050412 2.482997 -3.196316 -0.05 0.15 -0.32
H -2.107829 0.772619 -3.217054 -0.48 0.19 0.00
H -2.709187 1.481505 -1.669812 -0.05 -0.39 0.03
H -1.082071 0.692305 -1.867635 0.07 0.42 0.56
H -1.826048 3.185965 -3.501445 -0.32 -0.18 0.20
H -1.014307 3.153584 -0.564225 0.62 -0.15 -0.08
H -1.759341 4.428957 -1.489406 -0.04 -0.13 -0.02
C 2.296882 -0.863251 3.904508 -0.33 -1.72 -0.14
C 2.325545 -0.315768 5.304459 0.16 0.84 -0.28
C 2.303401 1.226902 5.240313 0.66 -0.63 0.31
O 1.191677 1.583499 6.056655 0.35 0.40 -0.11
C 0.567297 0.482311 6.504399 -0.76 -0.01 0.02
O -0.393078 0.495659 7.208372 0.09 0.05 0.05
O 1.120668 -0.635549 6.011318 0.11 -0.19 -0.17
H 3.085196 -0.523329 3.234783 0.07 0.40 0.26
H 1.314394 -0.694211 3.460424 0.10 0.47 0.00
H 2.373479 -1.957690 3.898974 0.13 0.05 0.16
H 3.133152 -0.666573 5.947102 0.19 -0.11 -0.39
H 2.206200 1.570835 4.211057 -0.45 0.19 0.10
H 3.247337 1.614519 5.620897 -0.26 0.31 0.20
C 0.216909 -1.464999 -4.147793 -1.08 0.03 -0.29
C 0.496694 -0.356461 -5.171791 0.80 -0.43 0.55
O 1.822345 0.093998 -4.837091 1.23 -0.07 1.50
S 2.408720 -0.678601 -3.513764 -0.14 0.55 0.92
O 1.983016 -0.077088 -2.270155 -0.43 -0.18 -1.32
O 3.811662 -0.938405 -3.582134 -1.24 -0.23 -1.08
O 1.475116 -1.987877 -3.761299 0.97 0.31 0.09
H -0.418036 -2.248490 -4.555679 0.33 -0.20 -0.06
H -0.298439 -1.062245 -3.277861 0.07 0.12 0.17
H -0.193388 0.472745 -5.047711 -0.03 0.02 -0.32
H 0.618275 -0.740524 -6.181473 -0.52 0.10 -0.09
```
Positions in Å, forces in eV/Å.